Computed, not measured: a 2-piece molecular cluster, C5H14NO overall at a distorted geometry, with ωB97M-V/def2-TZVPD.

Element x y z (Å)
C: -0.98 2.56 1.66
C: -0.84 1.28 0.68
C: 0.13 1.37 -0.52
C: 0.79 -0.02 -1.01
C: 1.19 -2.14 0.49
N: 0.92 -0.88 0.20
H: -2.00 2.38 2.11
H: -0.14 2.65 2.35
H: -1.09 3.60 1.22
H: -0.56 0.53 1.42
H: -1.94 0.85 0.49
H: -0.23 2.00 -1.35
H: 0.97 1.93 -0.15
H: 0.44 -0.62 -1.80
H: 1.82 0.07 -1.28
H: 1.59 -2.40 1.51
H: 0.78 -2.76 -0.28
H: 1.32 -0.24 0.93
H: -1.24 -3.39 -1.63
H: -0.47 -3.68 -2.91
O: -0.46 -3.09 -2.14

- net charge = +2
- Kohn-Sham gap (alpha / beta) (eV) = 9.515 / 3.353
- energy above the lowest of the compared OMol25 structures with the same formula, charge and spin (kcal/mol) = 100.9
- 2S+1 = 2
- total energy (eV) = -8926.0622
- HOMO level (alpha / beta) (eV) = -18.32 / -18.32